Density functional theory data (ωB97M-V/def2-TZVPD) for 4 unconnected molecules or ions with the total composition C24H55N4O8 in a non-equilibrium geometry.

Each line ends with the Mulliken charge.
Cartesian coordinates (Å):
C 8.441 4.492 -1.772  -0.636
H 1.169 0.122 1.533  0.014
N 3.461 2.166 -0.057  -0.251
H 4.132 2.252 0.700  0.074
H 8.646 2.957 -4.461  0.163
H -9.679 -6.125 0.387  0.154
H 7.901 1.545 -5.231  0.377
N 7.343 1.824 -3.226  -0.301
H 5.700 2.582 -4.281  0.389
O 10.339 1.730 -2.908  -0.333
C -10.514 -5.324 3.370  -0.673
H 2.161 3.418 -1.129  0.425
H -5.162 -2.478 0.140  0.068
H 4.129 2.311 2.715  0.189
H 10.255 1.118 -4.846  0.389
H -1.437 -2.445 2.798  0.201
H -8.220 -6.674 1.280  0.282
H -3.080 0.938 1.166  0.186
C -2.048 -1.614 0.707  -0.038
H 9.041 4.566 -2.683  0.350
C 1.797 1.020 1.536  -0.016
H 7.802 1.982 -2.335  0.015
O -3.943 0.530 -0.856  -0.299
H -11.578 -5.458 3.141  0.365
H -9.125 -7.784 0.236  0.326
C -8.908 -3.314 -0.599  -0.918
H -4.896 -1.889 -1.654  0.302
H -10.260 -7.348 4.009  0.349
H 4.448 4.544 -0.960  -0.288
H -1.542 -1.232 -1.532  0.182
H -10.459 -4.992 4.414  0.393
C -1.574 -1.477 2.129  -0.654
O -10.071 -7.357 1.997  -0.443
H -1.324 -0.450 2.631  0.188
H 1.105 1.866 1.603  0.323
O 7.059 4.722 -2.009  -0.319
H 7.289 4.592 -4.081  0.429
H 10.552 -0.054 -1.848  0.335
C 10.295 0.998 -1.690  -0.707
C -1.297 -0.760 -0.477  -0.244
H -8.607 -3.770 -1.546  0.213
H -7.993 -4.762 2.763  0.164
H 11.028 1.434 -1.005  0.233
C -8.635 -3.875 2.735  -0.208
C 3.679 4.635 -0.185  -0.086
H -8.728 -2.069 1.498  0.385
H 3.263 0.132 0.238  0.316
H -2.995 -2.320 0.535  0.161
C 6.598 4.285 -3.289  -0.708
C 9.601 1.110 -3.968  -0.780
H 5.670 4.841 -3.472  0.388
C -5.479 -1.640 -0.643  -0.368
C 8.336 1.919 -4.300  -0.191
C 6.243 2.785 -3.351  -0.435
H -2.983 2.295 -0.137  0.199
O 2.601 0.922 2.713  -0.474
H -0.127 -0.941 -0.320  0.126
H -8.549 -3.360 3.696  0.407
O -5.612 0.325 1.008  -0.605
H 9.312 1.076 -1.225  0.296
H 3.290 2.090 4.242  0.322
N -1.498 0.738 -0.411  -0.532
H -10.146 -4.538 1.539  0.078
H -8.753 -6.659 3.458  0.345
H 1.917 0.867 -0.621  0.375
H 3.096 5.534 -0.407  0.440
O 4.244 4.830 1.117  -0.389
C -5.004 -0.138 -0.087  0.569
H 8.581 3.523 -1.295  0.159
H 9.362 0.064 -3.748  0.400
O -7.957 -3.687 0.391  -0.327
H -6.621 -1.682 -0.920  0.035
C 2.605 1.009 0.221  -0.750
N -10.035 -4.242 2.504  -0.330
C 2.726 3.427 -0.193  -0.450
C 3.146 2.156 3.159  -0.564
C -9.825 -6.698 3.241  -0.472
H -8.939 -2.228 -0.731  0.419
H 2.020 3.564 0.633  0.239
C -8.103 -2.960 1.618  -0.807
H 5.549 2.569 -2.530  0.205
C -2.905 1.113 0.007  -0.369
H 6.014 4.870 2.142  0.286
H 5.787 3.438 1.132  0.237
C 5.630 4.516 1.181  -0.581
H -7.101 -2.623 1.898  0.401
H 8.794 5.251 -1.066  0.309
H 2.488 3.004 2.952  0.271
C -9.221 -6.948 0.935  -0.516
H -9.900 -3.687 -0.345  0.369
H 6.187 5.012 0.380  0.246

Results
- gap between HOMO and LUMO (eV) = 4.56
- F_max (eV/Å) = 7.7
- charge = -1
- HOMO energy (Eh) = -0.0899
- electronic energy (hartree) = -1768.01008

Density functional theory data (ωB97M-V/def2-TZVPD) for a molecular structure, C25H49CeCl3N5O3Si in a non-equilibrium geometry.

Each line ends with the Mulliken spin population.
Cartesian coordinates (Å):
N 4.205 -0.591 0.415  0.000
N 0.940 -3.919 -0.394  -0.001
H 3.694 -6.360 -2.845  0.000
H -3.270 6.775 -0.040  0.000
C 2.165 -3.955 -2.978  0.000
H 1.232 -4.074 -3.552  0.000
H 0.402 -3.722 -1.243  0.001
H -4.485 -2.546 -2.844  0.000
C -2.714 4.966 1.014  0.000
H 1.270 0.985 -1.049  -0.001
H 0.737 5.117 4.267  0.000
C -0.318 5.348 4.507  0.000
H 0.714 2.799 3.911  0.000
C 3.717 -6.239 0.102  0.000
C -4.470 3.361 1.424  0.000
C -2.170 2.299 -1.131  0.000
O 1.994 -1.104 0.459  0.002
C -1.254 3.397 3.253  0.000
H -2.328 -0.832 -4.847  0.000
C -2.141 2.765 2.183  0.000
O -1.317 2.008 1.278  -0.001
H 2.261 -6.384 2.173  0.000
N 2.333 -5.004 -1.989  0.000
Si -0.460 2.654 -0.146  0.001
H 6.260 -0.186 0.268  0.000
H -2.041 2.230 -2.221  0.000
Cl 1.257 3.054 0.948  0.000
H -1.429 4.694 -1.397  0.000
C 2.636 -6.308 -2.552  0.000
H -4.773 2.389 1.823  0.000
H -0.451 6.439 4.441  0.000
H 2.241 -4.594 2.107  0.000
H -0.610 2.359 5.016  0.000
H -1.675 5.285 1.139  0.000
C -0.453 4.412 -0.960  0.000
H -6.453 3.948 0.794  0.000
H 3.499 1.100 -0.632  0.000
H -0.392 1.446 3.488  0.001
H -1.569 0.131 -3.555  0.000
H 2.181 -2.976 -2.488  0.000
H 2.416 -7.133 -1.867  0.000
C 1.866 -4.831 -0.705  -0.001
H -0.403 0.339 -1.174  0.001
C -3.120 3.728 1.517  0.000
C -5.401 4.236 0.851  0.000
C 0.223 1.252 -1.264  -0.002
N 2.415 -5.609 0.256  0.000
H 5.807 -1.829 -0.229  0.000
H -2.742 1.999 2.705  0.000
H 5.864 -1.400 1.489  0.000
C -1.277 4.696 3.576  0.000
H 0.161 1.555 -2.324  0.000
H 0.809 -5.506 1.589  0.000
H 3.470 -2.535 0.481  0.000
C -3.636 5.832 0.388  0.000
H -0.494 5.067 5.562  0.000
H -5.696 6.146 -0.147  0.000
N -2.615 -1.632 -2.981  0.001
H 4.202 -6.267 1.084  0.000
C -4.057 -1.585 -3.149  0.000
H 3.007 -4.008 -3.679  0.000
H 4.816 1.395 0.539  0.000
C -1.771 -0.886 -3.914  0.000
C 5.600 -1.025 0.490  0.000
H -0.165 5.199 -0.238  0.000
C -0.328 2.435 3.949  0.000
C 1.902 -5.515 1.611  0.000
H -4.502 -0.803 -2.516  0.000
H 4.367 -5.681 -0.589  0.000
O -0.909 -1.967 -1.499  0.006
H -2.076 5.345 3.221  0.000
H 3.625 -7.277 -0.250  0.000
H -4.268 -1.377 -4.199  0.000
H -2.807 -2.693 -1.214  0.000
C -2.119 -2.137 -1.860  0.001
H -2.896 3.094 -0.918  0.000
C -4.983 5.463 0.319  0.000
Cl 0.298 -2.822 3.007  -0.002
H -0.820 -1.400 -4.072  0.000
H 3.138 1.077 1.121  0.000
C 3.894 0.841 0.360  0.000
H -2.571 1.354 -0.738  0.000
Cl -2.598 -1.036 1.301  -0.004
H 0.309 4.401 -1.756  0.000
Ce -0.152 -1.740 0.734  0.999
H 2.034 -6.460 -3.460  0.000
C 3.222 -1.463 0.449  0.000

Results
- gap between HOMO and LUMO (spin up / spin down) (eV) = 5.84 / 5.84
- F_max (eV/Å) = 4.7
- relative energy (zero: lowest compared OMol25 entry of this formula, charge and spin) (kJ/mol) = 349.9
- HOMO energy (spin up / spin down) (Eh) = -0.2256 / -0.2256
- electronic energy (hartree) = -3626.84533
- spin multiplicity = 2

Density functional theory data (ωB97M-V/def2-TZVPD) for a molecular structure, C3H2I4 in a non-equilibrium geometry.

Each line ends with the Mulliken charge.
Cartesian coordinates (Å):
H -0.027 0.044 -0.651  -0.567
I -2.865 1.427 0.770  0.162
C -1.727 -0.209 0.783  -0.405
I 0.519 -2.209 -0.166  0.059
C 1.002 1.087 -2.142  -0.249
I 2.594 0.366 -1.384  0.494
C -0.721 -0.492 -0.045  0.483
H -1.953 -1.083 1.325  0.373
I 3.177 1.068 1.510  -0.350

Results
- gap between HOMO and LUMO (spin up / spin down) (eV) = 6.38 / 6.38
- F_max (eV/Å) = 3.4
- relative energy (zero: lowest compared OMol25 entry of this formula, charge and spin) (kJ/mol) = 558.6
- HOMO energy (spin up / spin down) (Eh) = -0.3147 / -0.3147
- electronic energy (hartree) = -1306.01985

Density functional theory data (ωB97M-V/def2-TZVPD) for 7 unconnected molecules or ions with the total composition C33H32N7O14 in a non-equilibrium geometry.

Each line ends with the Mulliken charge.
Cartesian coordinates (Å):
N 27.857 -55.876 -32.143  0.189
C 24.001 -56.105 -24.921  0.465
H 19.872 -58.222 -29.288  0.400
H 28.493 -51.835 -27.723  0.186
C 27.119 -56.541 -33.039  0.130
O 28.952 -52.284 -18.919  -0.543
H 21.875 -56.179 -24.447  0.593
O 23.842 -55.828 -32.707  -0.519
C 22.751 -49.807 -27.930  -0.690
C 23.427 -51.447 -25.926  -0.303
O 27.796 -55.491 -27.336  -0.692
H 25.964 -59.137 -25.295  0.313
C 27.330 -53.658 -21.983  -0.459
H 31.328 -53.431 -23.163  0.244
H 20.854 -58.310 -31.509  0.310
H 26.104 -51.835 -28.805  0.048
C 28.385 -53.167 -21.037  0.007
C 28.445 -51.945 -31.868  -0.477
O 20.213 -58.400 -24.083  -0.589
C 22.605 -56.815 -24.568  -0.828
H 29.884 -56.170 -33.202  0.254
H 26.298 -56.696 -32.909  0.279
C 30.238 -53.625 -22.819  -0.471
H 22.444 -51.131 -29.728  0.360
H 27.020 -54.482 -23.841  0.478
H 22.966 -55.491 -27.665  0.080
H 21.049 -56.921 -27.203  0.583
C 27.174 -51.495 -31.168  -0.273
H 29.484 -54.359 -24.763  0.488
O 27.615 -57.027 -34.101  -0.702
C 20.770 -57.667 -29.321  -0.670
H 24.125 -53.312 -26.652  0.336
O 26.778 -52.868 -19.275  -0.528
H 26.312 -53.583 -21.700  0.564
C 27.816 -54.111 -23.313  -0.200
H 22.340 -48.935 -28.458  0.379
H 30.620 -52.820 -20.647  0.437
H 26.796 -54.604 -30.578  0.005
N 28.027 -52.693 -19.722  0.776
H 23.788 -52.976 -28.869  1.130
C 22.447 -55.920 -28.434  -0.112
H 28.475 -52.136 -32.930  0.531
O 20.956 -59.645 -25.746  -0.517
C 23.645 -59.250 -24.852  -0.570
C 22.419 -58.406 -24.804  0.238
C 21.369 -57.684 -30.694  -0.445
O 26.825 -53.660 -26.673  -0.565
H 26.107 -56.578 -25.323  0.154
C 22.795 -51.111 -28.715  -0.689
O 23.191 -50.839 -23.637  -0.574
H 30.349 -51.685 -28.889  0.616
H 29.390 -54.426 -32.689  0.195
C 21.320 -56.810 -28.220  -0.538
C 25.041 -58.538 -25.007  -0.490
H 26.843 -56.481 -30.584  0.705
C 23.471 -52.206 -28.349  -0.957
H 28.039 -55.778 -30.148  0.619
N 23.535 -51.780 -24.429  0.932
H 30.671 -52.376 -31.455  0.334
N 23.408 -56.915 -32.230  0.971
H 23.628 -60.387 -24.795  0.343
H 24.396 -55.074 -25.038  0.075
C 29.630 -51.674 -29.493  -0.787
C 27.316 -55.568 -30.849  -1.288
C 25.146 -57.062 -25.044  -0.119
N 26.751 -54.754 -27.305  0.663
N 25.924 -51.288 -31.954  0.982
C 23.192 -55.998 -29.730  -0.254
O 26.025 -51.527 -33.134  -0.592
C 29.693 -52.029 -30.956  -0.177
O 23.426 -57.983 -32.724  -0.555
H 24.112 -55.590 -29.741  0.626
C 22.663 -56.797 -30.923  0.144
C 29.330 -55.430 -32.407  -0.797
C 22.977 -50.035 -26.423  -0.379
C 27.028 -51.812 -29.608  0.417
H 29.797 -55.452 -31.440  0.352
C 29.186 -54.049 -23.762  -0.325
C 28.411 -51.685 -28.872  -0.252
O 24.265 -52.727 -24.087  -0.504
N 21.132 -58.791 -24.882  0.915
O 25.761 -55.044 -28.076  -0.314
H 22.855 -49.221 -25.703  0.413
C 29.922 -53.130 -21.421  -0.487
O 24.915 -50.879 -31.328  -0.571
C 23.780 -52.451 -26.954  0.538

Results
- gap between HOMO and LUMO (eV) = 7.10
- F_max (eV/Å) = 19.7
- charge = -1
- relative energy (zero: lowest compared OMol25 entry of this formula, charge and spin) (kJ/mol) = 155.0
- HOMO energy (Eh) = -0.2481
- electronic energy (hartree) = -2712.15070

Density functional theory data (ωB97M-V/def2-TZVPD) for 2 unconnected molecules or ions with the total composition C4H13N3 in a non-equilibrium geometry.

Each line ends with the Mulliken charge.
Cartesian coordinates (Å):
H -1.994 -1.455 -1.219  0.225
C 0.228 0.097 -1.535  -1.522
N 2.423 -0.529 0.543  -0.575
H -0.475 0.473 -2.281  0.424
H 1.272 0.561 1.910  0.172
C -0.903 1.488 0.285  -1.633
H 1.106 0.742 -1.564  0.350
H -1.305 1.446 1.297  0.339
N -2.079 -1.016 -0.306  -0.844
H -2.824 -0.327 -0.369  0.226
H 0.106 -1.894 0.363  0.333
C -0.260 -0.953 0.748  -0.688
H 0.527 -0.912 -1.809  0.323
C -0.412 0.138 -0.172  1.581
H -0.813 -0.936 1.675  0.353
H -0.096 2.220 0.245  0.381
N 1.225 -0.118 1.151  -0.281
H 2.966 -1.123 1.164  0.210
H -1.690 1.838 -0.384  0.438
H 2.998 0.259 0.255  0.188

Results
- gap between HOMO and LUMO (eV) = 8.29
- F_max (eV/Å) = 5.2
- relative energy (zero: lowest compared OMol25 entry of this formula, charge and spin) (kJ/mol) = 491.4
- HOMO energy (Eh) = -0.2704
- electronic energy (hartree) = -324.28778

Density functional theory data (ωB97M-V/def2-TZVPD) for 4 unconnected molecules or ions with the total composition C5H18N2O4 in a non-equilibrium geometry.

Each line ends with the Mulliken charge.
Cartesian coordinates (Å):
O 2.433 -1.140 1.581  -0.622
H -1.571 -0.377 1.214  0.321
H -0.713 -2.303 -0.595  0.174
H -2.298 -2.143 0.119  0.318
C -1.350 1.005 -0.430  0.244
H 2.124 -0.445 0.973  0.252
O 1.871 -2.503 -1.294  -0.584
H 0.143 -2.279 1.976  0.316
H 1.724 -2.298 -2.221  0.303
H -3.384 1.107 0.185  0.201
O -0.920 2.585 1.313  -0.663
C -0.433 2.033 0.343  0.123
H 1.355 2.926 0.532  0.294
H 0.761 -1.232 3.012  0.315
C -0.994 -0.301 0.243  0.782
O -0.028 -1.707 2.728  -0.636
H 1.376 -3.298 -1.080  0.292
N 0.894 2.157 0.043  -0.141
H 2.257 2.473 -1.487  0.397
H 3.181 -1.421 1.027  0.302
H 0.597 2.286 -2.075  0.346
H -2.679 2.578 -0.160  0.191
H 0.088 -0.341 0.424  -0.743
H 1.708 0.953 -1.511  0.235
N -2.671 1.591 -0.322  -0.543
C -1.522 -1.594 -0.421  -1.308
C 1.279 1.946 -1.343  -0.978
H -1.130 0.990 -1.506  0.380
H -2.100 -1.249 -1.267  0.437

Results
- gap between HOMO and LUMO (eV) = 9.02
- F_max (eV/Å) = 3.7
- relative energy (zero: lowest compared OMol25 entry of this formula, charge and spin) (kJ/mol) = 210.0
- HOMO energy (Eh) = -0.3223
- electronic energy (hartree) = -611.73914
- SMILES = CC[C@@H](N)C(=O)NC.O.O.O